# C13H17F3NO6S

2 unconnected molecules or ions with the total composition C13H17F3NO6S (ωB97M-V/def2-TZVPD, the Open Molecules 2025 dataset).

```
41
Properties=species:S:1:pos:R:3:forces:R:3
C 4.824 -1.189 -2.951 0.1 0.0 -0.2
C 3.489 -0.477 -2.907 -0.4 -0.4 0.0
O 2.457 -1.472 -2.784 1.9 0.7 -0.2
C 1.213 -0.931 -2.663 -2.7 -1.7 0.3
C 0.252 -2.014 -2.508 -0.6 2.5 0.2
C 0.607 -3.399 -2.777 0.1 -1.1 0.0
C -1.118 -1.750 -2.139 2.6 -1.0 -0.8
O -1.983 -2.614 -1.983 -0.6 0.1 0.2
O -1.343 -0.440 -1.963 -1.8 0.7 0.7
C -2.620 -0.188 -1.353 0.3 0.0 -0.1
C -2.843 1.297 -1.442 -0.2 0.2 0.0
O 1.017 0.275 -2.709 0.8 0.5 0.0
H 5.625 -0.446 -2.936 0.1 0.0 0.0
H 4.966 -1.853 -2.094 -0.1 0.0 -0.1
H 4.928 -1.771 -3.874 -0.1 0.0 0.2
H 3.430 0.213 -2.050 0.0 -0.1 -0.4
H 3.323 0.090 -3.838 0.1 0.0 0.4
H -0.341 -3.946 -2.800 0.3 -0.2 -0.1
H 1.127 -3.509 -3.736 0.1 -0.2 0.1
H 1.227 -3.822 -1.977 0.2 -0.3 -0.1
H -3.406 -0.744 -1.888 0.3 0.1 0.3
H -2.582 -0.515 -0.300 -0.2 0.0 -0.4
H -3.770 1.554 -0.930 -0.1 0.1 0.1
H -2.022 1.844 -0.973 0.0 0.0 -0.1
H -2.933 1.612 -2.484 0.1 0.0 0.1
F 1.814 2.433 0.751 -1.0 -0.1 1.0
C 0.821 2.328 1.681 0.0 0.8 -1.1
F 1.079 3.205 2.684 -0.2 -0.4 -0.7
F -0.353 2.711 1.093 1.2 -0.1 0.7
S 0.748 0.629 2.265 -0.2 0.0 0.3
N -0.469 0.919 3.441 1.2 -0.2 -0.5
C -1.825 0.703 3.154 -1.0 -0.4 -1.1
O -2.277 0.289 2.102 0.8 0.7 1.8
C -2.578 1.101 4.414 -0.6 -0.2 -0.3
C -1.540 1.502 5.433 0.4 0.2 0.6
C -0.180 1.299 4.775 0.3 0.1 0.2
O 0.920 1.433 5.261 -1.2 -0.2 -0.6
H -3.255 1.927 4.176 0.0 -0.2 -0.1
H -3.184 0.259 4.763 0.0 0.1 -0.2
H -1.639 2.555 5.719 0.2 -0.2 0.0
H -1.604 0.902 6.346 0.2 0.1 -0.1
```
Forces are in eV/Å.

HOMO energy, eV: -2.53
Net charge: -1
Energy, Eh: -1709.6300